[1]
77
Properties=species:S:1:pos:R:3:forces:R:3 method="wB97M-V/def2-TZVPD" s2=6.05 homo_lumo_gap_ev="4.1024 / 6.5455" e_homo_ha="0.0058 / -0.0840" e_above_lowest_kcal_mol=36.8 spin_multiplicity=5 charge=-2
O 0.851 1.242 -3.002 -0.805 1.096 -0.929
O 1.278 0.016 -1.026 1.221 1.018 1.473
C 1.549 5.371 -4.183 -0.323 -0.130 0.126
C -1.064 5.291 -3.251 0.141 -0.160 0.000
C -1.251 -3.475 2.238 0.306 -0.276 -0.452
C 0.874 6.558 -3.927 0.034 0.033 0.004
Mn 0.056 -0.001 0.003 2.878 0.105 -0.308
C -1.366 1.051 -6.739 -0.113 0.187 0.298
C -1.849 -2.859 3.340 -0.245 1.077 0.469
C 4.288 -0.860 3.528 0.749 -0.049 0.653
C 5.315 -0.723 4.458 -0.146 0.039 -0.112
F -1.632 -2.222 -3.821 0.136 -0.366 0.081
N -0.709 -1.328 1.300 -0.862 -1.309 0.649
O -0.686 -1.282 -1.282 -0.640 -2.740 -2.086
H 1.469 3.234 -4.170 -0.205 0.002 0.151
C 3.546 0.257 3.128 -0.911 -0.075 -0.840
O -2.654 1.970 -0.243 -0.415 -0.099 -0.449
H -3.683 2.926 -4.287 0.081 -0.077 0.013
H -0.968 7.438 -3.254 0.010 -0.063 -0.017
C -1.674 2.189 -4.605 0.222 -0.064 -0.563
H -2.334 -0.985 4.263 0.100 0.123 -0.191
C -0.720 -2.893 -3.074 -0.056 0.453 0.120
H -3.097 0.893 -8.004 -0.003 0.013 0.039
C 2.491 0.119 2.172 1.258 0.132 1.118
H -0.712 0.521 -7.423 -0.045 0.022 0.064
C -0.705 2.636 1.317 0.659 -0.238 -0.309
H 0.226 4.199 0.554 0.067 -0.037 -0.150
C -1.277 0.730 2.370 -0.324 -2.962 0.553
H -2.515 4.376 4.021 -0.168 -0.055 0.216
N -0.702 1.308 1.297 -0.155 1.211 0.755
C -0.195 1.674 -2.539 1.583 -1.133 -0.355
C -1.095 2.724 -3.285 -0.797 0.083 0.744
H 2.572 5.388 -4.544 -0.066 -0.007 0.028
C -1.729 2.709 3.316 -0.301 -1.084 -0.236
F 6.523 -0.100 7.115 0.137 0.036 -0.122
H -2.085 5.293 -2.885 0.098 -0.067 0.025
C 0.052 -1.925 -2.123 1.977 0.943 0.571
C -0.398 4.079 -3.486 0.382 0.192 -0.368
C 0.917 4.148 -3.967 0.039 -0.040 -0.092
N -0.122 3.300 0.256 0.241 0.065 1.075
C -0.701 -2.669 1.258 0.128 0.547 -0.279
F 7.932 0.260 5.505 -0.097 -0.027 0.149
F 0.098 -3.543 -3.932 -0.479 0.162 0.301
H 5.883 -1.600 4.759 -0.044 0.134 -0.008
O 1.286 -1.881 -2.275 -2.212 -1.489 -0.468
N -1.192 3.382 2.303 0.128 0.912 -0.002
N -1.819 1.396 3.404 -0.205 0.818 0.552
C 5.620 0.530 5.004 -0.068 0.185 -0.023
N -0.723 1.322 -1.340 -0.600 0.580 -1.340
H 0.186 1.332 -5.294 -0.177 0.032 0.180
N -2.104 2.799 -2.263 -0.550 0.985 -1.066
C -1.870 2.003 -1.186 -1.583 0.056 0.764
H -4.569 2.102 -6.414 0.059 0.008 0.029
H -2.291 -3.456 4.131 0.005 0.060 -0.013
C 6.733 0.658 6.007 -0.330 0.091 -0.257
C -1.298 -0.727 2.380 0.090 2.282 -0.044
H -1.215 -4.554 2.150 0.059 0.084 -0.087
H -2.995 2.929 4.821 -0.022 0.210 0.038
H -2.929 3.367 -2.284 0.003 -0.032 0.058
H 5.095 2.627 5.012 0.011 -0.188 -0.028
H 4.069 -1.841 3.117 -0.071 0.236 -0.014
H 3.282 2.389 3.372 0.011 -0.241 -0.028
C -1.874 -1.477 3.413 -0.309 -1.277 0.544
C -0.434 6.517 -3.462 0.007 -0.317 -0.027
F -1.392 -3.838 -2.369 0.065 0.067 -0.295
H -0.225 -3.099 0.382 -0.060 0.044 0.061
C -3.524 1.938 -6.173 0.256 0.046 0.178
C 3.848 1.511 3.671 0.629 0.145 0.572
H 1.368 7.511 -4.086 -0.031 -0.023 0.011
C 1.598 0.003 1.364 -0.880 0.018 -0.525
C 4.876 1.645 4.601 -0.086 -0.071 -0.097
H 0.531 2.685 -0.212 0.225 0.371 -0.187
F 6.918 1.926 6.452 -0.079 -0.275 -0.133
N -2.272 3.453 4.350 0.178 0.116 -0.151
C -3.013 2.402 -4.961 0.198 -0.077 0.054
C -0.860 1.514 -5.525 0.095 0.043 -0.042
C -2.700 1.261 -7.063 -0.005 -0.013 -0.022

***

[2]
62
Properties=species:S:1:pos:R:3:forces:R:3 method="wB97M-V/def2-TZVPD" homo_lumo_gap_ev=6.0342 e_homo_ha=-0.2302
C 3.249 -0.204 2.406 -0.045 0.048 -0.004
H 3.710 4.756 -1.753 0.002 0.000 -0.002
C 3.565 3.786 -1.292 -0.019 -0.012 -0.007
C -3.858 -0.356 0.292 -0.046 0.023 0.009
C 3.181 2.442 0.673 0.002 -0.018 0.020
H 3.762 2.696 -3.135 0.005 0.007 -0.001
H -5.784 4.031 0.215 -0.001 0.005 0.001
C -3.811 4.553 -0.353 -0.024 -0.014 0.001
C 0.962 0.871 5.151 0.022 -0.005 0.045
H -6.495 1.710 0.699 0.000 0.004 0.001
C 4.835 -2.417 -0.144 -0.005 -0.010 -0.013
H -4.012 5.615 -0.415 -0.009 0.001 0.002
C 7.099 -0.828 -0.218 0.018 -0.024 -0.007
C 3.351 3.684 0.075 -0.014 0.021 0.012
C 3.229 1.278 -0.090 0.011 0.000 0.034
C 3.595 2.633 -2.067 -0.009 0.016 0.002
H -1.105 1.254 2.514 -0.016 0.006 0.003
C 6.064 -2.980 -0.463 -0.008 -0.005 0.006
C -0.199 4.486 -1.245 -0.001 -0.036 0.009
C -5.174 0.032 0.583 0.014 0.009 -0.001
H 0.983 2.687 -1.365 0.025 -0.021 0.001
H 5.287 -0.826 2.589 -0.022 -0.023 0.035
C -0.001 3.098 -1.170 0.008 0.053 -0.004
C -0.155 1.169 4.426 -0.039 0.034 -0.003
C -2.484 4.093 -0.645 -0.012 0.029 0.012
C -5.494 1.358 0.479 -0.009 -0.020 0.008
H 5.331 -0.576 5.047 0.000 -0.003 0.002
C -2.181 2.725 -0.584 -0.019 -0.072 -0.002
H -5.901 -0.708 0.886 -0.007 0.004 0.000
H 7.983 -0.203 -0.243 0.003 -0.002 -0.003
P 3.053 -0.419 0.604 -0.024 -0.032 -0.092
C 3.314 0.088 5.177 -0.024 0.025 0.036
C -4.782 3.686 -0.007 0.021 0.016 -0.004
H 0.632 5.129 -1.496 -0.005 0.012 -0.001
C 2.067 0.246 3.074 0.013 -0.040 -0.076
K -0.175 -0.327 -0.106 0.053 0.046 0.018
N -0.953 2.245 -0.865 0.026 -0.037 0.044
H 5.805 0.783 0.338 0.001 0.010 -0.007
H -1.042 1.538 4.933 -0.003 -0.004 0.005
N -2.913 0.477 -0.084 -0.033 -0.003 -0.003
C 4.394 -0.490 3.102 0.017 0.003 -0.023
H 3.018 2.375 1.741 -0.018 -0.017 -0.003
C 7.198 -2.185 -0.503 0.018 0.011 0.007
C 2.118 0.399 4.483 0.002 0.006 0.007
C 4.421 -0.345 4.506 0.037 -0.012 0.007
H 8.158 -2.619 -0.755 0.001 0.001 -0.004
C 4.720 -1.061 0.146 0.036 0.016 0.020
C -4.508 2.280 0.091 0.003 0.010 0.010
C 5.872 -0.274 0.107 -0.034 0.006 -0.031
H 3.948 -3.041 -0.118 0.000 0.008 -0.002
C 3.424 1.393 -1.467 0.019 -0.020 -0.019
H 0.984 0.991 6.228 -0.002 0.008 0.000
H -1.653 6.042 -1.041 -0.004 0.000 0.005
H -3.579 -1.401 0.382 0.009 -0.002 -0.012
C -3.223 1.788 -0.188 0.070 -0.006 -0.027
H 3.338 0.206 6.255 0.004 0.001 0.000
C -1.448 4.979 -0.990 0.012 -0.001 -0.003
C -0.169 0.998 3.019 0.009 -0.019 -0.084
H 3.476 0.497 -2.078 -0.011 -0.009 0.013
C 0.907 0.534 2.283 -0.001 0.026 0.072
H 6.133 -4.038 -0.683 0.004 -0.001 0.000
H 3.323 4.577 0.688 -0.001 0.002 -0.008

***

[3]
72
Properties=species:S:1:pos:R:3:forces:R:3 method="wB97M-V/def2-TZVPD" s2=0.89 homo_lumo_gap_ev="6.4447 / 5.8464" e_homo_ha="-0.2770 / -0.2770" e_above_lowest_kcal_mol=0.0 spin_multiplicity=2
O -0.432 -0.184 2.361 -0.043 0.045 -0.071
C 4.466 1.193 3.377 0.021 0.002 -0.006
C -2.235 3.542 -0.306 -0.146 0.040 0.217
H 4.197 1.262 5.505 0.000 0.000 -0.003
C -0.615 -4.910 1.225 0.003 0.003 -0.002
S -4.351 4.166 1.186 0.028 -0.004 0.015
P 1.647 0.805 0.433 0.079 0.060 -0.102
H -7.154 -1.710 -1.633 0.012 0.004 -0.002
H 0.969 -1.918 0.867 -0.007 -0.008 0.004
C -0.592 -0.246 -1.031 0.104 -0.417 -0.080
C -0.869 -4.984 -1.164 -0.010 0.006 -0.013
H -1.790 -3.276 -2.069 -0.001 -0.006 0.004
H -0.006 -6.566 0.002 -0.003 0.007 0.000
S -2.464 5.187 -0.856 -0.004 -0.012 0.016
C -4.611 -0.347 -3.400 0.002 0.002 0.002
H -6.687 -0.674 -3.831 0.005 0.000 0.006
H -2.606 -0.116 -2.715 -0.017 0.006 -0.008
V -0.906 0.830 0.544 -0.204 0.648 0.341
H 3.135 5.148 -2.878 -0.002 -0.009 0.006
C -5.134 -1.512 -0.942 0.013 -0.009 -0.007
C 2.262 2.002 -1.989 -0.001 0.014 0.000
H 4.065 0.191 -1.227 0.010 -0.003 0.004
O -0.551 1.096 4.478 -0.044 -0.001 -0.036
H 5.090 -1.954 -1.859 -0.003 -0.002 0.003
H -1.324 -3.134 2.192 0.003 -0.008 -0.012
Ge -2.490 -1.297 0.156 0.016 0.010 0.085
C 2.277 2.148 -0.602 0.016 0.001 0.020
C 3.843 1.103 2.141 -0.002 -0.013 -0.015
C 1.873 -1.923 0.268 0.002 -0.004 -0.001
H 1.714 1.133 5.361 0.008 0.000 -0.007
H 4.440 1.086 1.238 0.000 -0.002 -0.002
C 2.458 1.027 2.054 0.029 -0.008 -0.010
C 4.188 -1.947 -1.260 -0.003 -0.003 -0.001
C 2.452 -3.130 -0.089 -0.016 -0.001 0.006
O -0.379 2.167 2.238 0.077 -0.290 -0.158
H 1.988 -4.056 0.223 0.000 0.004 0.002
H -5.355 -1.956 0.022 -0.004 0.000 -0.009
S -3.104 1.454 1.168 -0.063 -0.181 0.086
C -0.453 -5.579 0.019 0.003 0.003 0.004
H 3.129 5.419 -0.421 -0.004 -0.012 -0.005
S -1.028 2.566 -1.007 0.125 -0.382 0.165
C -6.154 -1.371 -1.873 -0.009 -0.018 0.010
C 2.578 3.077 -2.803 -0.002 -0.010 -0.007
C 3.612 -0.737 -0.903 -0.012 -0.015 -0.008
H 1.996 1.050 -2.435 -0.003 0.001 -0.008
O -4.483 6.572 0.120 0.020 0.005 0.020
H 2.567 2.958 -3.879 0.000 0.002 0.008
H -0.296 -5.373 2.151 0.000 0.000 -0.002
H 5.545 1.254 3.430 -0.004 0.000 0.002
C 2.895 4.306 -2.241 0.004 0.010 -0.007
O -0.264 -0.845 -1.952 -0.038 0.203 -0.093
H 2.567 3.513 1.033 -0.002 0.006 0.006
C 1.716 1.041 3.231 -0.021 0.005 0.052
C 2.894 4.459 -0.862 0.003 0.012 0.011
S -0.052 1.038 3.146 -0.085 0.099 -0.113
H 4.058 -4.083 -1.144 -0.004 0.005 0.002
C 3.608 -3.141 -0.857 0.009 -0.005 -0.004
C -3.106 3.068 0.640 0.116 0.195 -0.248
C -3.895 5.530 0.143 -0.019 -0.003 -0.040
C -1.625 -3.045 0.063 0.001 0.006 0.001
H -4.403 0.118 -4.356 -0.001 -0.005 0.007
C -3.592 -0.487 -2.467 -0.034 0.008 0.023
C -5.892 -0.790 -3.105 0.003 0.003 -0.005
C -1.455 -3.725 -1.141 0.020 -0.005 -0.002
C 2.584 3.384 -0.042 -0.002 -0.010 -0.018
C -1.197 -3.650 1.246 0.004 0.007 -0.004
C 2.446 -0.721 -0.142 0.039 0.021 -0.006
H -3.159 -1.242 1.538 0.016 0.004 0.001
H -0.746 -5.505 -2.106 -0.002 0.003 0.008
C -3.841 -1.075 -1.228 0.042 -0.006 -0.051
C 3.711 1.197 4.541 0.006 -0.005 0.016
C 2.328 1.121 4.471 -0.028 0.008 0.009